# 1
Molecular formula: C5H11N2O
Method: DFT, ωB97M-V with the def2-TZVPD basis set

Positions of all 19 atoms, in Å:
N1 -1.479 -0.995 -0.162
C1 -0.523 -0.006 0.381
C2 0.921 -0.360 -0.114
C3 1.383 -1.748 0.272
C4 2.556 -2.009 0.831
C5 -0.831 1.319 -0.294
N2 -0.373 2.461 0.237
O1 -1.485 1.285 -1.327
H1 -1.872 -0.804 -1.093
H2 -2.207 -1.233 0.506
H3 -1.006 -1.897 -0.289
H4 -0.488 -0.069 1.462
H5 1.636 0.285 0.381
H6 1.000 -0.133 -1.184
H7 0.701 -2.592 0.129
H8 3.279 -1.214 0.809
H9 2.898 -3.006 1.073
H10 0.038 2.568 1.151
H11 -0.628 3.268 -0.307

Output
SMILES string	C=CC[C@H]([NH3+])C(N)=O
LUMO energy	-0.125	hartree
E	-381.6154	a.u.
gap between HOMO and LUMO	10.54	eV
relative energy (zero: lowest compared OMol25 entry of this formula, charge and spin)	30.5	kcal per mole
max |F|	2.179	eV Å⁻¹
charge	+1


# 2
Molecular formula: C3H12NOS
Method: DFT, ωB97M-V with the def2-TZVPD basis set

Positions of all 18 atoms, in Å:
C1 1.065 -0.908 1.573
C2 -0.005 -1.391 0.573
C3 -1.006 -0.317 0.120
S1 -2.354 -1.098 -0.829
N1 0.461 -2.238 -0.582
H1 1.070 -1.431 2.516
H2 0.992 0.172 1.638
H3 2.002 -1.121 1.084
H4 -0.693 -2.064 1.090
H5 -1.333 0.266 0.976
H6 -0.578 0.397 -0.584
H7 -3.322 -1.598 -0.044
H8 -0.283 -2.914 -0.735
H9 0.788 -1.703 -1.392
H10 1.303 -2.781 -0.363
H11 0.473 6.799 -2.199
H12 0.483 5.540 -1.382
O1 0.937 6.389 -1.462

Output
LUMO energy	-0.135	hartree
E	-649.4048	a.u.
gap between HOMO and LUMO	9.71	eV
relative energy (zero: lowest compared OMol25 entry of this formula, charge and spin)	28.8	kcal per mole
max |F|	2.504	eV Å⁻¹
charge	+1


# 3
Molecular formula: C5H7NO
Method: DFT, ωB97M-V with the def2-TZVPD basis set

Positions of all 14 atoms, in Å:
O1 -0.925 0.327 1.441
C1 0.749 2.246 1.014
C2 0.582 1.327 0.084
C3 -0.245 0.311 0.198
C4 -0.613 -0.900 -0.550
C5 0.219 -1.479 -1.615
N1 0.147 -2.134 -0.311
H1 -1.535 1.074 1.442
H2 0.082 3.104 1.069
H3 1.398 2.053 1.866
H4 -1.690 -1.050 -0.559
H5 1.128 -0.953 -1.894
H6 -0.276 -2.019 -2.418
H7 0.978 -1.908 0.233

Output
SMILES string	C=C=C(O)[C@H]1CN1
LUMO energy	0.006	hartree
E	-324.5484	a.u.
gap between HOMO and LUMO	9.15	eV
relative energy (zero: lowest compared OMol25 entry of this formula, charge and spin)	110.5	kcal per mole
max |F|	1.098	eV Å⁻¹


# 4
Molecular formula: C11H16NOS
Method: DFT, ωB97M-V with the def2-TZVPD basis set

Positions of all 30 atoms, in Å:
C1 -1.362 -1.828 0.880
C2 -2.621 -2.178 0.663
C3 -1.947 -0.082 -0.819
C4 -0.871 -0.874 -0.137
C5 -2.109 1.402 -0.326
C6 -1.702 1.565 1.113
C7 -1.187 2.551 -0.937
C8 -0.514 2.173 1.287
C9 2.415 -2.347 -0.511
C10 1.604 -1.515 0.511
C11 0.479 -0.748 -0.230
N1 0.013 2.535 -0.034
O1 1.098 0.309 -0.919
S1 -3.446 -1.110 -0.463
H1 -0.820 -2.282 1.656
H2 -3.074 -2.930 1.226
H3 -1.746 -0.171 -1.841
H4 -3.086 1.565 -0.591
H5 -2.366 1.120 1.916
H6 -1.020 2.285 -1.927
H7 -1.658 3.446 -0.928
H8 0.170 2.530 2.007
H9 3.284 -2.751 -0.040
H10 2.763 -1.995 -1.476
H11 2.047 -3.332 -0.798
H12 1.110 -1.948 1.373
H13 2.374 -0.854 1.004
H14 0.673 1.856 -0.539
H15 0.602 3.379 -0.229
H16 1.975 0.252 -0.508

Output
<S²>	2.0087
LUMO energy (alpha / beta)	-0.107 / -0.185	hartree
E	-956.4603	a.u.
gap between HOMO and LUMO (alpha / beta)	5.13 / 7.31	eV
relative energy (zero: lowest compared OMol25 entry of this formula, charge and spin)	3.9	kcal per mole
2S+1	3
max |F|	6.785	eV Å⁻¹
charge	+1


# 5
Molecular formula: CH6N2O2
Method: DFT, ωB97M-V with the def2-TZVPD basis set

Positions of all 11 atoms, in Å:
N1 -0.181 -0.542 -0.886
C1 1.014 -0.183 -0.120
O1 0.844 1.004 0.575
O2 2.044 -0.857 -0.148
H1 -1.076 -0.395 -0.426
H2 -0.137 -1.494 -1.235
H3 0.010 1.374 0.276
N2 -2.576 0.409 0.427
H4 -3.232 -0.379 0.360
H5 -3.075 1.224 0.112
H6 -2.377 0.528 1.428

Output
SMILES string	NC(=O)O.N
LUMO energy	0.014	hartree
E	-301.7190	a.u.
gap between HOMO and LUMO	10.38	eV
relative energy (zero: lowest compared OMol25 entry of this formula, charge and spin)	15.7	kcal per mole
max |F|	3.209	eV Å⁻¹